1) A cluster of 5 separate species, C24H60ClN4O12 in total, computed with ωB97M-V/def2-TZVPD.

Geometry as ORCA input:
```
! RIJCOSX wB97M-V def2-TZVPD def2/J DEFGRID3
* xyz -1 1
Cl 21.2054 19.2882 5.9046
O 19.9585 19.3482 5.1990
O 21.0839 18.4318 7.0985
O 22.1660 18.8243 4.9324
O 21.6149 20.5760 6.2740
C 19.3217 17.3367 10.2467
O 19.1901 15.9589 9.9829
C 20.3169 15.1414 9.8616
C 19.9927 13.9351 8.9800
N 19.0703 13.1000 9.6204
C 19.0110 11.7834 8.9614
C 18.1750 10.8716 10.0110
O 16.9030 11.4535 10.5040
C 16.0915 10.6545 11.3982
H 20.0260 17.6902 10.9997
H 18.4541 17.9855 10.3663
H 19.8036 17.7453 9.3584
H 20.4910 14.7014 10.8436
H 21.1827 15.6633 9.4540
H 20.9167 13.3907 8.7851
H 19.4585 14.2932 8.1000
H 19.4292 13.0657 10.5638
H 20.0291 11.4657 8.7363
H 18.5042 11.7639 7.9965
H 18.7972 10.6160 10.8687
H 18.0629 9.8880 9.5548
H 15.1042 11.1086 11.4832
H 16.6060 10.6223 12.3587
H 16.0235 9.6145 11.0793
C 21.7494 20.4431 9.9788
O 22.5483 21.0238 10.9972
C 22.8825 20.1670 12.1142
C 22.6331 21.0014 13.3110
N 23.6950 22.0148 13.3159
C 23.3995 23.1743 14.2025
C 22.3045 24.1315 13.6295
O 22.2274 25.4243 14.3743
C 22.9753 26.6381 13.9026
H 21.6229 21.1114 9.1270
H 20.7650 20.1388 10.3344
H 22.1053 19.5077 9.5469
H 23.9455 19.9260 12.1034
H 22.2835 19.2601 12.1976
H 22.5842 20.4728 14.2630
H 21.7036 21.5233 13.0837
H 24.1934 22.0430 12.4378
H 24.3065 23.7747 14.2724
H 23.0819 22.8326 15.1876
H 21.2895 23.7371 13.5835
H 22.5973 24.3591 12.6045
H 22.9850 27.5190 14.5447
H 22.5195 26.8119 12.9279
H 24.0047 26.3936 13.6407
C 12.8966 15.4691 6.6596
O 13.3670 15.6736 5.3279
C 13.5818 17.1127 5.1378
C 14.1064 17.4604 3.7338
N 15.3186 16.7277 3.3875
C 16.4721 17.2567 4.1514
C 17.8002 16.6526 3.7536
O 17.7178 15.2018 3.7134
C 18.8242 14.5693 4.3628
H 12.2530 14.6140 6.8661
H 12.1920 16.2405 6.9704
H 13.6434 15.5841 7.4452
H 14.2734 17.5758 5.8416
H 12.5797 17.5372 5.1984
H 14.2927 18.5315 3.6556
H 13.4421 17.4271 2.8703
H 15.6208 17.1331 2.5132
H 16.3058 17.1094 5.2185
H 16.4877 18.3015 3.8412
H 18.4940 16.9740 4.5304
H 18.1995 17.0199 2.8082
H 18.8986 13.5086 4.6029
H 19.0921 14.9318 5.3552
H 19.7076 14.8842 3.8073
C 25.4476 26.3970 5.2805
O 24.7738 25.1965 5.0059
C 25.0918 24.0914 5.8980
C 24.5626 22.8303 5.3387
N 25.0503 22.4729 4.0125
C 24.3695 21.2708 3.5087
C 23.1331 21.6114 2.7404
O 23.5139 22.2756 1.5160
C 22.4163 22.8904 0.8562
H 26.5246 26.2467 5.3547
H 25.0548 26.8823 6.1739
H 25.2869 27.1084 4.4704
H 24.7051 24.3081 6.8938
H 26.1638 24.0459 6.0900
H 23.5004 23.0406 5.2131
H 24.7039 22.0653 6.1021
H 24.7511 23.1546 3.3300
H 24.2536 20.5182 4.2886
H 24.9581 20.8348 2.7015
H 22.4787 22.2068 3.3771
H 22.6085 20.6779 2.5368
H 22.6029 23.4120 -0.0825
H 21.9214 23.6251 1.4913
H 21.6628 22.1589 0.5641
*
```

Mulliken atomic charge list, values in e, 5 entries: Cl 1.66; O -0.67; O -0.65; O -0.70; O -0.65

***

2) A cluster of 5 separate species, C24H60ClN4O12 in total, computed with ωB97M-V/def2-TZVPD.

Geometry as ORCA input:
```
! RIJCOSX wB97M-V def2-TZVPD def2/J DEFGRID3
* xyz -1 1
Cl 29.8160 -24.8990 25.5909
O 30.8923 -23.9952 25.2452
O 29.2594 -24.4871 26.8738
O 28.7700 -24.7862 24.5990
O 30.3227 -26.2409 25.7305
C 28.4674 -28.2612 33.0451
O 28.3356 -27.5850 31.8155
C 29.4694 -26.8002 31.4873
C 29.4004 -26.5064 30.0005
N 30.3885 -25.5474 29.5730
C 31.7722 -25.9898 29.4922
C 32.0523 -27.3234 28.8674
O 31.7120 -28.3716 29.7620
C 31.9343 -29.6244 29.1945
H 28.4465 -27.5782 33.9016
H 29.3852 -28.8580 33.0451
H 27.6058 -28.9254 33.1125
H 30.3910 -27.3593 31.6946
H 29.4517 -25.8616 32.0522
H 28.4099 -26.0802 29.8113
H 29.4020 -27.4540 29.4426
H 30.0961 -25.1258 28.7026
H 32.2105 -26.0180 30.5004
H 32.2973 -25.2018 28.9517
H 33.1482 -27.3589 28.7072
H 31.6072 -27.4633 27.8752
H 31.2621 -29.8370 28.3541
H 31.7793 -30.3890 29.9604
H 32.9771 -29.7500 28.8602
C 23.7192 -33.8198 23.0903
O 24.5998 -32.8993 22.4821
C 23.9932 -32.1035 21.5080
C 24.9622 -31.0426 21.0495
N 25.4569 -30.2760 22.1519
C 26.4010 -29.2124 21.8668
C 26.3393 -28.1575 22.9538
O 26.6075 -28.7153 24.2179
C 27.9802 -28.6227 24.6051
H 24.3420 -34.6308 23.4679
H 23.0468 -34.2600 22.3447
H 23.1566 -33.3510 23.8996
H 23.0553 -31.6568 21.8801
H 23.6635 -32.6912 20.6324
H 24.4215 -30.3948 20.3470
H 25.7398 -31.5578 20.4494
H 25.6400 -30.8365 22.9674
H 26.1320 -28.8155 20.8889
H 27.4352 -29.5887 21.8945
H 25.3902 -27.6159 23.0021
H 27.0807 -27.3719 22.7220
H 28.2569 -27.5642 24.6130
H 28.6694 -29.2070 23.9930
H 27.9681 -28.9514 25.6428
C 21.9450 -26.7909 30.5681
O 21.9325 -26.7182 29.1723
C 22.7220 -27.7202 28.5990
C 22.6984 -27.6033 27.0655
N 23.2844 -26.3864 26.5821
C 24.7245 -26.3643 26.6312
C 25.3377 -25.3340 25.7054
O 25.0278 -24.0196 26.1184
C 26.1993 -23.2077 26.0874
H 22.9453 -26.5970 30.9919
H 21.6670 -27.7900 30.9297
H 21.2954 -26.0176 30.9712
H 22.3475 -28.7264 28.8380
H 23.7607 -27.6314 28.9449
H 21.6309 -27.6288 26.8209
H 23.1184 -28.5663 26.7215
H 22.9620 -26.2204 25.6369
H 25.2393 -27.3183 26.4080
H 25.1022 -26.1090 27.6301
H 24.9412 -25.4707 24.6828
H 26.4138 -25.5053 25.6146
H 25.9782 -22.1774 26.3626
H 26.6021 -23.1822 25.0692
H 26.9312 -23.6519 26.7627
C 33.3713 -22.1664 22.8467
O 32.8570 -22.4176 21.5662
C 31.4607 -22.6987 21.5857
C 31.1399 -24.1263 21.9456
N 31.1985 -25.0093 20.8005
C 30.6791 -26.3319 21.0699
C 31.1003 -27.3013 19.9854
O 30.7151 -28.6117 20.3207
C 31.6643 -29.5943 19.9732
H 33.0950 -21.1711 23.2306
H 34.4595 -22.2021 22.8086
H 33.0024 -22.8796 23.5927
H 31.0846 -22.4911 20.5808
H 30.9436 -22.0189 22.2739
H 30.1195 -24.1155 22.3314
H 31.8470 -24.4365 22.7255
H 32.0520 -24.9641 20.2666
H 29.5867 -26.2952 21.1117
H 31.0500 -26.6771 22.0466
H 32.1902 -27.2320 19.8435
H 30.6623 -26.9888 19.0260
H 32.0042 -29.4914 18.9328
H 31.1296 -30.5444 19.9921
H 32.5219 -29.5660 20.6475
*
```

Mulliken atomic charge list, values in e, 5 entries: Cl 1.74; O -0.72; O -0.76; O -0.66; O -0.67

***

Calculated relative energies: 1) 0.1757; 2) 0.0000, given in hartree

***

1) A structure of composition C2H4O2S, computed with ωB97M-V/def2-TZVPD.

Geometry as ORCA input:
```
! RIJCOSX wB97M-V def2-TZVPD def2/J DEFGRID3
* xyz 0 1
C -0.6714 -0.8424 -0.0615
C -0.2552 0.8258 -0.0924
O 2.2981 0.7089 0.6000
O 0.6019 -1.2933 0.2367
S 1.4125 0.1038 -0.4340
H -1.3985 -1.1409 0.7567
H -0.9904 -1.1441 -1.1353
H -0.7356 1.3788 -0.7871
H -0.2615 1.4035 0.9168
*
```

Mulliken atomic charge list, values in e, 5 entries: C -0.29; C -0.52; O -0.52; O -0.34; S 0.54

***

2) A structure of composition C2H4O2S, computed with ωB97M-V/def2-TZVPD.

Geometry as ORCA input:
```
! RIJCOSX wB97M-V def2-TZVPD def2/J DEFGRID3
* xyz 0 1
C -0.3091 -1.0396 0.2223
C -0.2337 0.9172 -0.2048
O -2.5810 1.0448 -1.6192
O -1.6250 -1.0375 -0.4378
S -2.1293 0.5798 -0.3362
H 0.4637 -1.5608 -0.5095
H -0.1297 -1.4984 1.2269
H 0.2257 1.7349 0.4911
H 0.1582 0.8572 -1.2421
*
```

Mulliken atomic charge list, values in e, 5 entries: C -0.30; C -0.50; O -0.49; O -0.31; S 0.56

***

Calculated relative energies: 1) 0.0000; 2) 0.0452, given in hartree

***

1) An isolated molecule of C2H4O2S, computed with ωB97M-V/def2-TZVPD.

Geometry as ORCA input:
```
! RIJCOSX wB97M-V def2-TZVPD def2/J DEFGRID3
* xyz 0 1
C 1.6361 -0.4187 0.0160
C -0.6676 0.5354 -0.1895
O 0.6194 0.3990 0.0233
O -1.1020 1.7477 0.2450
S -1.8046 -0.8854 -0.0133
H 2.6066 -0.1661 -0.4208
H 1.5876 -1.4590 -0.0811
H -1.6076 1.7462 1.0227
H -2.8939 -0.3750 -0.7447
*
```

Mulliken atomic charge list, values in e, 5 entries: C -0.42; C 0.32; O -0.22; O -0.45; S -0.25

***

2) A cluster of 2 separate species, C2H4O2S in total, computed with ωB97M-V/def2-TZVPD.

Geometry as ORCA input:
```
! RIJCOSX wB97M-V def2-TZVPD def2/J DEFGRID3
* xyz 0 1
C 1.6752 -0.0584 -0.5430
C 0.8011 0.1291 0.3819
O -2.1875 -1.3166 0.1884
O -2.1154 1.0893 0.3431
S -2.8698 -0.0694 -0.0819
H 1.8578 -0.9501 -0.9400
H 1.9541 0.8960 -1.1364
H 0.4774 1.0871 0.8483
H 0.4069 -0.8070 0.9398
*
```

Mulliken atomic charge list, values in e, 5 entries: C -0.47; C -0.44; O -0.35; O -0.34; S 0.68

***

3) A cluster of 2 separate species, C2H4O2S in total, computed with ωB97M-V/def2-TZVPD.

Geometry as ORCA input:
```
! RIJCOSX wB97M-V def2-TZVPD def2/J DEFGRID3
* xyz 0 1
C -0.9612 -0.8697 -0.6280
C 1.3277 0.0354 0.2708
O -3.3203 0.0750 0.0989
O 1.3693 1.3228 -0.0984
S -1.8841 -0.0928 0.3886
H -0.5360 -1.4444 -1.3656
H 1.8021 -0.6191 -0.4822
H 1.2535 -0.3322 1.3199
H 0.9490 1.9250 0.4961
*
```

Mulliken atomic charge list, values in e, 5 entries: C -0.26; C -0.42; O -0.53; O -0.39; S 0.13

***

Calculated relative energies: 1) 0.0964; 2) 0.0000; 3) 0.1273, given in hartree

***

1) A cluster of 3 separate species, C2H9O3 in total, computed with ωB97M-V/def2-TZVPD.

Geometry as ORCA input:
```
! RIJCOSX wB97M-V def2-TZVPD def2/J DEFGRID3
* xyz -1 1
C -0.3813 1.5441 0.1883
O -0.1669 1.2352 -1.1592
C -1.6052 0.8499 0.7830
H 0.4846 1.2845 0.8099
H -0.4772 2.6251 0.2154
H -1.3538 0.3579 1.7068
H -2.4607 1.5123 1.0145
H -2.0333 0.1310 0.0851
H 1.8934 -2.1811 -0.5587
H 2.1945 -2.2941 0.9053
O 2.4440 -2.7563 0.0968
H 0.3155 -1.4992 -1.8411
H 0.3029 0.3377 -1.1323
O 0.8436 -1.1468 -1.1136
*
```

Mulliken atomic charge list, values in e, 5 entries: C -0.28; O -0.60; C -0.92; H 0.23; H 0.29

***

2) A cluster of 3 separate species, C2H9O3 in total, computed with ωB97M-V/def2-TZVPD.

Geometry as ORCA input:
```
! RIJCOSX wB97M-V def2-TZVPD def2/J DEFGRID3
* xyz -1 1
C 1.3056 0.8180 -0.5720
O 0.1752 1.4474 -1.0929
C 1.4161 -0.6658 -0.8241
H 2.1432 1.3471 -1.0602
H 1.5088 0.9811 0.4985
H 1.1072 -0.8931 -1.8527
H 2.4270 -1.0643 -0.7365
H 0.6904 -1.1929 -0.2087
H -2.4477 -0.6339 1.2275
H -1.4140 -1.4032 1.9194
O -2.3735 -1.4677 1.7829
H -2.0471 1.0569 1.1542
H -0.6085 1.0466 -0.5263
O -1.8828 0.6239 0.2909
*
```

Mulliken atomic charge list, values in e, 5 entries: C -0.28; O -0.56; C -0.88; H 0.29; H 0.22

***

Calculated relative energies: 1) 0.0000; 2) 0.0039, given in hartree

***

1) An isolated molecule of C3H5N3OS, computed with ωB97M-V/def2-TZVPD.

Geometry as ORCA input:
```
! RIJCOSX wB97M-V def2-TZVPD def2/J DEFGRID3
* xyz 0 1
H 0.3244 -2.9839 -0.0873
N 0.8922 -2.3467 0.4109
C 0.5531 -1.1518 0.0955
C -0.3944 -0.4843 -0.8760
C -0.4181 0.8426 -0.5398
N -1.1153 1.7887 -1.1735
O 0.3517 1.2054 0.5420
N 1.0408 -0.0360 0.9384
S 1.5597 0.1409 2.4675
H -0.8998 -0.9147 -1.6880
H -1.5565 1.3741 -1.9844
H -0.7131 2.7486 -1.2689
H 0.3754 -0.1830 3.1635
*
```

Mulliken atomic charge list, values in e, 5 entries: H 0.23; N -0.72; C 0.30; C -0.41; C 0.50

***

2) An isolated molecule of C3H5N3OS, computed with ωB97M-V/def2-TZVPD.

Geometry as ORCA input:
```
! RIJCOSX wB97M-V def2-TZVPD def2/J DEFGRID3
* xyz 0 1
H -1.3002 1.3698 -0.8917
N -0.3105 1.3259 -0.6959
C -0.0169 0.2435 -0.1221
N -0.8156 -0.8430 0.2483
C -2.1495 -1.0244 0.0872
S -3.2515 -0.0251 -0.5873
C 1.4265 -0.0294 0.2732
N 2.2662 0.9604 -0.0502
O 1.7279 -1.0842 0.8249
H -0.2699 -1.5848 0.6954
H -2.4675 -1.9842 0.5263
H 3.2368 0.8726 0.1841
H 1.9243 1.8030 -0.4923
*
```

Mulliken atomic charge list, values in e, 5 entries: H 0.21; N -0.61; C 0.59; N -0.11; C -0.03

***

Calculated relative energies: 1) 0.1259; 2) 0.0000, given in hartree